DFT (ωB97M-V with the def2-TZVPD basis set) results for a structure of composition C38H30IKN8S3 in a non-equilibrium geometry.

The calculation puts the lowest unoccupied orbital energy at 0.1328 hartree. The charge is -2. The energy above the lowest of the compared OMol25 structures with the same formula, charge and spin is 1.594 eV. The value obtained for the orbital gap is 0.1396 Ha. The calculated total energy is -3996.2598 Eh.

Structure (XYZ):
```
81
Properties=species:S:1:pos:R:3:forces:R:3
K -0.0874 0.8906 0.3868 0.98 -0.59 -0.01
C 1.3295 1.0813 6.0517 0.00 -0.02 0.16
C 0.3538 0.2252 5.5626 0.07 -0.05 0.31
C -0.4465 0.6099 4.5138 -0.25 0.19 -0.18
C -0.3170 1.8732 3.9122 0.61 -0.06 1.05
C 0.6617 2.7370 4.4381 -0.29 0.03 -0.22
C 1.4734 2.3343 5.4780 0.13 0.05 0.28
N -1.0431 2.1287 2.8003 -0.67 0.06 -1.19
C -1.8135 3.1656 2.5906 0.47 -0.83 0.05
C -2.1855 4.1007 3.6045 -0.18 0.76 0.52
C -3.0292 5.1433 3.3484 0.44 -0.46 0.42
C -3.5988 5.3103 2.0749 -0.37 0.13 -0.68
C -3.3252 4.4028 1.0876 -0.23 0.09 -0.06
C -2.4313 3.3259 1.2914 -0.63 0.64 0.53
N -2.0733 2.4479 0.3515 -0.46 -0.35 -2.30
N -2.7649 2.3496 -0.7449 -0.96 1.51 2.94
C -2.2131 1.7553 -1.8128 1.11 -0.92 -1.85
C -3.0626 1.1407 -2.7668 0.05 0.18 0.62
C -2.5395 0.7191 -3.9613 0.39 0.00 -0.24
C -1.1832 0.9280 -4.2186 -0.31 -0.09 0.05
C -0.4202 1.4911 -3.2118 0.41 -0.23 -0.59
N -0.8866 1.8807 -2.0429 -0.83 0.30 0.50
H 1.9714 0.7701 6.8629 0.09 -0.03 0.04
H 0.2239 -0.7550 6.0032 0.04 -0.06 -0.01
H -1.1987 -0.0541 4.1139 -0.04 -0.11 -0.08
H 0.7972 3.7144 3.9927 0.00 0.01 -0.10
H 2.2337 3.0081 5.8580 0.03 0.01 -0.06
H -1.7823 3.9492 4.5995 0.02 0.06 -0.06
H -3.2751 5.8505 4.1333 0.01 -0.05 0.07
H -4.2607 6.1498 1.8906 0.04 -0.06 -0.07
H -3.7767 4.5009 0.1095 0.04 0.00 -0.06
H -4.1065 1.0035 -2.5205 -0.02 0.07 0.00
H -3.1663 0.2400 -4.7049 -0.04 0.00 0.06
H -0.7397 0.6379 -5.1603 0.07 -0.01 0.03
H 0.6398 1.6502 -3.3591 0.17 -0.09 -0.01
N -1.5805 -2.5329 1.6255 -0.62 -0.57 0.29
C -0.8182 -1.6681 1.5282 0.32 0.40 0.21
H -2.2098 -3.2989 1.5019 0.10 0.06 -0.02
S -4.7809 -5.6177 -2.6429 -0.69 -0.40 0.29
C -3.3797 -4.7442 -2.5619 0.10 0.18 0.00
S -2.6945 -4.1304 -1.0795 0.53 0.21 -1.20
C -1.3615 -3.2926 -2.0797 -0.97 -0.65 0.61
N -1.5534 -3.5395 -3.3246 0.82 0.51 -0.86
N -2.6185 -4.3295 -3.6031 -0.54 -0.44 1.28
C -2.8543 -4.5551 -4.9613 -0.16 -0.07 -0.81
C -2.4989 -3.5474 -5.8613 -0.08 -0.02 0.21
C -2.7334 -3.7192 -7.2098 -0.09 -0.05 -0.15
C -3.3115 -4.8893 -7.6782 -0.04 -0.02 -0.12
C -3.6308 -5.8995 -6.7865 0.00 0.04 -0.20
C -3.3998 -5.7467 -5.4328 0.08 0.02 0.15
S -0.1359 -2.4429 -1.4017 0.98 0.73 0.44
H -2.0501 -2.6422 -5.4801 0.04 -0.02 0.03
H -2.4810 -2.9310 -7.9052 0.06 0.07 -0.01
H -3.5148 -5.0115 -8.7335 0.02 -0.02 -0.07
H -4.0709 -6.8171 -7.1515 -0.01 -0.09 0.01
H -3.6508 -6.5407 -4.7481 0.04 0.07 0.01
C 3.1136 0.7661 -1.3743 -0.44 0.32 -0.10
C 3.9603 0.1791 -0.4692 0.00 0.11 -0.44
C 3.7409 -1.1494 0.0135 -0.08 -0.22 0.14
C 4.6042 -1.7396 0.8920 0.05 -0.10 -0.04
C 5.7457 -1.0710 1.3442 0.51 -0.29 0.37
C 6.0026 0.2129 0.8721 0.08 -0.12 -0.11
C 5.1315 0.8377 0.0186 0.28 0.06 0.02
H 2.2770 0.2228 -1.7858 -0.16 -0.14 -0.08
H 3.3151 1.7488 -1.7764 0.05 0.15 -0.04
H 2.8789 -1.6896 -0.3602 -0.08 -0.05 0.03
H 4.4081 -2.7492 1.2385 -0.04 -0.03 0.02
H 6.4240 -1.5562 2.0340 0.08 -0.03 0.04
H 6.9035 0.7275 1.1956 0.00 0.08 0.06
H 5.3221 1.8521 -0.3137 0.07 0.06 -0.08
I 3.4801 -1.7536 4.7178 -0.01 0.21 -0.27
C 3.3472 -0.0321 3.5096 0.29 -0.34 0.47
C 4.3707 0.8940 3.5413 -0.15 0.28 -0.18
C 4.2301 2.0175 2.7314 -0.04 -0.18 0.36
C 3.0940 2.1310 1.9520 -0.03 0.22 0.02
N 2.1268 1.2294 1.9256 -0.09 0.20 0.09
C 2.2529 0.1531 2.6944 -0.02 -0.06 -0.08
H 5.2439 0.7574 4.1631 -0.01 -0.06 -0.01
H 4.9991 2.7771 2.7130 0.00 0.03 -0.08
H 2.9516 2.9849 1.3030 0.06 0.08 -0.10
H 1.4447 -0.5600 2.6575 -0.07 -0.19 0.04
```
Forces are in eV/Å.